[1]
Molecular formula: C20H31N3O3S
Method: DFT, ωB97M-V/def2-TZVPD

Last column: Mulliken charge in e.
Geometry (Å):
1 C 3.343 2.747 0.629  -1.66
2 C 3.255 2.590 -0.890  0.11
3 C 4.476 3.149 -1.628  -0.85
4 C 4.427 4.670 -1.726  -0.72
5 C 3.136 5.092 -2.420  -0.82
6 C 1.903 4.558 -1.681  0.09
7 C 1.584 5.351 -0.412  -1.58
8 N 2.013 3.133 -1.416  0.14
9 S 1.332 2.114 -2.555  1.58
10 O 0.234 2.803 -3.170  -0.82
11 O 2.325 1.530 -3.417  -0.69
12 C 0.686 0.842 -1.477  -0.24
13 C 1.183 -0.446 -1.508  -0.32
14 C 0.677 -1.404 -0.649  -0.69
15 C -0.341 -1.063 0.242  0.94
16 N -0.893 -1.978 1.127  -0.10
17 C -0.613 -3.296 1.304  0.50
18 O 0.232 -3.934 0.720  -0.68
19 C -1.490 -3.917 2.398  -0.66
20 N -2.642 -3.085 2.715  -0.47
21 C -3.920 -3.490 2.136  -0.09
22 C -3.856 -3.687 0.607  -0.61
23 C -4.212 -5.154 0.354  -0.70
24 C -5.148 -5.501 1.508  -0.64
25 C -4.495 -4.810 2.701  -0.81
26 C -0.839 0.244 0.259  -0.89
27 C -0.322 1.193 -0.599  -0.69
28 H 4.123 2.094 1.013  0.46
29 H 3.578 3.767 0.915  0.28
30 H 2.396 2.466 1.082  0.34
31 H 3.195 1.516 -1.100  0.49
32 H 5.385 2.824 -1.119  0.41
33 H 4.475 2.729 -2.636  0.38
34 H 4.486 5.116 -0.731  0.29
35 H 5.286 5.029 -2.297  0.38
36 H 3.071 6.179 -2.489  0.39
37 H 3.132 4.682 -3.433  0.36
38 H 1.035 4.636 -2.345  0.52
39 H 2.460 5.491 0.212  0.29
40 H 0.825 4.831 0.167  0.32
41 H 1.202 6.330 -0.689  0.46
42 H 1.962 -0.686 -2.215  0.54
43 H 1.054 -2.413 -0.660  0.53
44 H -1.673 -1.667 1.707  0.17
45 H -1.757 -4.927 2.069  0.14
46 H -0.847 -4.026 3.277  0.56
47 H -2.757 -2.998 3.718  0.21
48 H -4.607 -2.668 2.370  0.52
49 H -4.590 -3.040 0.126  0.36
50 H -2.878 -3.434 0.205  0.19
51 H -3.317 -5.776 0.401  0.26
52 H -4.675 -5.302 -0.620  0.38
53 H -5.256 -6.575 1.656  0.38
54 H -6.136 -5.076 1.326  0.27
55 H -5.196 -4.632 3.517  0.37
56 H -3.683 -5.430 3.086  0.29
57 H -1.632 0.501 0.946  0.39
58 H -0.692 2.206 -0.611  0.42

Summary:
E_LUMO	0.60	eV
HOMO	-8.63	eV
structure (SMILES)	C[C@@H]1CCC[C@H](C)N1S(=O)(=O)c1ccc(NC(=O)CNC2CCCC2)cc1
M	393.6	g/mol
energy	-1568.9004	hartree
Kohn-Sham gap	9.23	eV

[2]
Molecular formula: C4H9NO2
Method: DFT, ωB97M-V/def2-TZVPD

Last column: Mulliken charge in e.
Geometry (Å):
1 N -0.268 -1.005 -0.069  -0.55
2 C -1.487 -0.471 -0.659  -0.20
3 C -1.775 -1.194 -1.958  -0.01
4 O -2.839 -1.291 -2.504  -0.48
5 H 0.128 -0.302 0.544  0.18
6 H -0.482 -1.804 0.510  0.22
7 H -1.302 0.556 -0.987  0.23
8 H -2.397 -0.449 -0.053  0.27
9 H -0.903 -1.769 -2.345  0.35
10 C 2.434 0.902 2.725  -0.65
11 C 2.412 1.179 1.421  0.04
12 O 1.305 1.748 0.846  -0.48
13 H 3.395 0.889 3.224  0.23
14 H 1.563 0.749 3.348  0.25
15 H 3.274 1.023 0.784  0.28
16 H 1.478 1.969 -0.074  0.33

Summary:
E_LUMO	0.56	eV
HOMO	-9.21	eV
structure (SMILES)	NCC=O.C=CO
M	103.1	g/mol
energy	-362.9797	hartree
Kohn-Sham gap	9.77	eV

[3]
Molecular formula: C18H17CoN3O4S
Method: DFT, ωB97M-V/def2-TZVPD

Last column: Mulliken charge in e.
Geometry (Å):
1 Co -0.078 -0.109 0.105  -0.32
2 C 4.024 2.878 -0.066  -0.80
3 O 3.555 1.524 -0.220  -0.32
4 C 2.279 1.250 -0.207  0.70
5 O 1.898 0.089 -0.376  -0.62
6 N 1.384 2.264 -0.045  -0.24
7 N 0.029 1.888 0.038  -0.29
8 H 5.103 2.815 -0.146  0.24
9 H 3.760 3.261 0.920  0.35
10 H 3.633 3.509 -0.863  0.37
11 H 1.649 3.185 0.265  0.26
12 H -0.503 2.346 -0.698  0.37
13 H -0.347 2.119 0.957  0.38
14 S -4.093 -1.559 -0.284  -0.19
15 C -4.221 0.138 -0.128  -0.58
16 C -3.005 0.751 -0.024  -0.44
17 C -1.937 -0.183 -0.098  0.64
18 C -2.392 -1.472 -0.219  -0.37
19 C -1.408 -2.535 -0.127  1.60
20 C -1.617 -3.901 -0.147  -0.75
21 C -0.526 -4.742 0.008  -0.42
22 C 0.743 -4.206 0.168  -0.78
23 C 0.884 -2.832 0.165  -0.22
24 N -0.166 -2.026 0.017  0.10
25 H -5.194 0.602 -0.137  0.47
26 H -2.912 1.825 0.072  0.34
27 H -2.617 -4.294 -0.264  0.42
28 H -0.667 -5.814 0.008  0.43
29 H 1.611 -4.836 0.293  0.43
30 H 1.846 -2.351 0.280  0.50
31 O -1.185 -1.560 2.606  -0.54
32 C -0.484 -0.603 2.844  0.57
33 O 0.053 0.177 1.910  -0.16
34 C -0.127 -0.191 4.237  0.13
35 C 0.789 0.823 4.501  -0.25
36 C 1.089 1.165 5.810  -0.62
37 C 0.472 0.496 6.859  -0.42
38 C -0.442 -0.516 6.598  -0.58
39 C -0.739 -0.862 5.290  -0.36
40 H 1.271 1.335 3.680  0.34
41 H 1.804 1.950 6.016  0.40
42 H 0.705 0.764 7.881  0.40
43 H -0.921 -1.037 7.416  0.40
44 H -1.444 -1.650 5.065  0.45

Summary:
E_LUMO (alpha / beta)	-4.00 / -4.12	eV
net charge	+1
HOMO (alpha / beta)	-11.24 / -11.28	eV
M	430.4	g/mol
energy	-2942.0923	hartree
Kohn-Sham gap (alpha / beta)	7.24 / 7.17	eV

[4]
Molecular formula: C3F3N
Method: DFT, ωB97M-V/def2-TZVPD

Last column: Mulliken charge in e.
Geometry (Å):
1 N 2.305 0.680 -1.024  -0.32
2 C 1.323 0.528 -0.415  0.22
3 C 0.107 0.332 0.332  0.33
4 F -0.181 1.306 1.236  -0.22
5 C -0.842 -0.648 0.066  0.35
6 F -2.016 -0.677 0.791  -0.18
7 F -0.696 -1.520 -0.986  -0.17

Summary:
E_LUMO	-0.17	eV
HOMO	-10.68	eV
structure (SMILES)	N#CC(F)=C(F)F
M	107.0	g/mol
energy	-468.5965	hartree
Kohn-Sham gap	10.51	eV

[5]
Molecular formula: C9H10O2
Method: DFT, ωB97M-V/def2-TZVPD

Last column: Mulliken charge in e.
Geometry (Å):
1 C 2.707 0.097 -0.950  -2.05
2 C 1.602 0.196 0.134  1.56
3 O 2.253 0.430 1.294  -0.60
4 C 0.804 -1.155 0.266  -1.44
5 C -0.593 -0.581 0.318  0.65
6 C -1.778 -1.241 0.269  -0.31
7 C -2.956 -0.532 0.043  -0.71
8 C -2.972 0.855 0.007  -0.40
9 C -1.758 1.541 -0.022  -0.75
10 C -0.606 0.817 0.054  0.32
11 O 0.653 1.316 -0.002  -0.49
12 H 3.120 1.138 -1.012  0.47
13 H 2.234 -0.023 -1.866  0.48
14 H 3.338 -0.637 -0.707  0.54
15 H 3.178 0.575 1.228  0.36
16 H 1.018 -1.605 1.136  0.42
17 H 1.024 -1.740 -0.531  0.37
18 H -1.967 -2.340 0.367  0.31
19 H -3.713 -1.233 0.111  0.37
20 H -3.767 1.565 -0.050  0.35
21 H -1.821 2.558 -0.089  0.54

Summary:
E_LUMO	0.80	eV
HOMO	-8.23	eV
structure (SMILES)	C[C@]1(O)Cc2ccccc2O1
M	150.2	g/mol
energy	-499.3750	hartree
Kohn-Sham gap	9.04	eV

[6]
Molecular formula: C28H56BBeCaCl2F4IN7NaO12P2
Method: DFT, ωB97M-V/def2-TZVPD

Last column: Mulliken charge in e.
Geometry (Å):
1 C 8.871 -2.167 -0.672  -0.93
2 C 8.257 -1.218 0.483  -0.64
3 C 7.006 -0.409 -0.156  1.41
4 C 7.429 0.792 -1.130  -0.48
5 C 6.378 1.131 -2.309  -0.94
6 C 4.822 1.073 -1.892  0.69
7 C 4.286 2.435 -1.160  -1.05
8 N 3.622 1.989 0.115  0.97
9 C 3.842 2.931 1.260  -0.84
10 C 4.575 2.062 2.436  -0.46
11 C 4.032 0.559 2.528  -0.38
12 I 5.251 -0.476 4.055  0.13
13 C 2.226 1.608 -0.070  -0.19
14 O 2.015 0.468 -0.602  -0.56
15 O 1.084 2.395 0.232  -0.40
16 C 0.560 2.116 1.553  -0.53
17 C -0.127 0.679 1.716  0.58
18 O -0.139 0.175 2.882  -0.66
19 C -0.816 -0.164 0.565  0.31
20 C -1.132 0.330 -0.867  0.05
21 C -1.780 -0.539 -1.988  -0.59
22 C -2.124 -2.019 -1.660  -0.74
23 C -1.829 -2.544 -0.226  -0.95
24 C -1.184 -1.655 0.888  -0.11
25 H 9.364 -3.124 -0.257  0.24
26 H 7.997 -2.418 -1.391  0.08
27 H 9.628 -1.528 -1.254  0.39
28 H 7.879 -1.863 1.366  0.27
29 H 9.049 -0.520 0.937  0.38
30 H 6.446 0.068 0.734  -0.42
31 H 6.308 -1.195 -0.629  -0.70
32 H 7.696 1.756 -0.569  0.30
33 H 8.405 0.457 -1.655  0.30
34 H 6.584 2.188 -2.692  0.35
35 H 6.567 0.418 -3.201  0.33
36 H 4.217 0.958 -2.872  0.45
37 H 4.530 0.167 -1.256  -0.74
38 H 5.209 3.095 -0.997  0.52
39 H 3.520 2.891 -1.879  0.23
40 H 4.593 3.759 0.966  0.40
41 H 2.912 3.475 1.633  0.32
42 H 5.700 2.118 2.249  0.38
43 H 4.333 2.606 3.414  0.41
44 H 4.169 -0.060 1.573  -0.57
45 H 2.961 0.556 2.929  0.68
46 H 1.342 2.206 2.394  0.15
47 H -0.247 2.904 1.802  0.47
48 H -0.866 1.422 -1.127  0.42
49 H -1.948 -0.065 -3.022  0.42
50 H -2.566 -2.644 -2.508  0.34
51 H -2.081 -3.653 0.030  0.61
52 H -0.968 -2.126 1.911  0.37
53 Ca -3.399 -4.651 1.197  1.78
54 C 5.050 -2.554 -3.395  -0.51
55 N 6.002 -3.001 -4.441  0.97
56 O 6.738 -2.154 -4.934  -0.57
57 O 5.974 -4.178 -4.724  -0.50
58 H 5.178 -1.483 -3.238  -0.07
59 H 4.044 -2.774 -3.751  0.43
60 H 5.279 -3.109 -2.485  0.21
61 C 5.402 -3.721 6.187  0.14
62 Cl 5.922 -3.922 7.864  -0.14
63 Cl 6.190 -4.896 5.127  -0.15
64 H 4.324 -3.861 6.131  0.27
65 H 5.662 -2.717 5.855  -0.21
66 B 5.492 -7.678 -5.588  0.67
67 F 4.946 -6.667 -6.448  -0.42
68 F 4.982 -8.962 -5.974  -0.40
69 F 6.921 -7.678 -5.695  -0.41
70 F 5.114 -7.403 -4.228  -0.43
71 O -6.915 -0.854 0.823  -0.77
72 P -6.009 0.393 0.856  0.77
73 N -6.153 0.512 2.580  0.03
74 C -6.198 1.714 3.399  -0.73
75 C -5.494 -0.564 3.319  -0.88
76 N -7.226 1.398 0.145  0.17
77 C -7.799 2.581 0.767  -1.26
78 C -8.292 0.736 -0.618  -1.21
79 N -4.910 1.787 0.871  0.16
80 C -4.654 2.333 -0.488  -0.66
81 C -3.561 1.443 1.370  -1.33
82 H -5.239 2.238 3.464  0.25
83 H -6.494 1.470 4.426  0.41
84 H -6.949 2.425 3.073  0.18
85 H -4.400 -0.485 3.265  0.17
86 H -5.770 -1.544 2.922  0.27
87 H -5.775 -0.572 4.375  0.34
88 H -8.490 2.318 1.576  0.34
89 H -8.360 3.173 0.036  0.39
90 H -7.033 3.264 1.138  0.40
91 H -9.037 0.284 0.047  0.29
92 H -7.880 -0.040 -1.272  0.34
93 H -8.806 1.437 -1.275  0.54
94 H -4.251 1.563 -1.155  0.28
95 H -3.942 3.165 -0.442  0.13
96 H -5.545 2.750 -0.956  0.32
97 H -3.154 0.576 0.845  0.43
98 H -3.557 1.229 2.439  0.21
99 H -2.870 2.284 1.245  0.44
100 C -11.384 1.061 -2.691  0.67
101 O -10.829 1.627 -1.763  -0.59
102 N -12.659 1.340 -3.061  -0.45
103 N -10.775 0.101 -3.432  -0.34
104 H -13.133 0.886 -3.820  0.14
105 H -13.145 2.047 -2.534  0.22
106 H -9.827 -0.134 -3.187  0.21
107 H -11.214 -0.376 -4.198  0.18
108 O -1.009 6.549 -0.539  -0.50
109 P -2.466 6.076 -0.586  0.96
110 O -3.356 7.196 -1.132  -0.50
111 O -2.924 5.705 0.828  -0.47
112 O -2.572 4.850 -1.500  -0.49
113 Na 4.424 -1.292 0.269  0.90
114 Be 11.017 -2.369 0.843  0.01
115 O -5.342 -5.142 4.392  -0.82
116 H -5.721 -5.128 5.267  0.20

Summary:
E_LUMO	-4.91	eV
HOMO	-8.21	eV
M	1101.4	g/mol
energy	-5565.7312	hartree
Kohn-Sham gap	3.29	eV

[7]
Molecular formula: C24H39BrF3N4O5PtS2Si3
Method: DFT, ωB97M-V/def2-TZVPD

Last column: Mulliken charge in e.
Geometry (Å):
1 Pt 0.467 0.152 -0.523  2.08
2 Br 5.197 1.339 -1.556  -0.06
3 C 1.905 2.045 -2.963  -0.24
4 C 2.464 3.199 -3.460  -1.01
5 C 2.054 4.381 -2.852  -0.39
6 C 1.165 4.338 -1.784  -0.63
7 C 0.683 3.114 -1.369  0.23
8 N 1.044 1.983 -1.996  0.20
9 C -0.308 2.972 -0.226  0.18
10 O -0.865 3.958 0.197  -0.72
11 O -0.552 1.758 0.164  -1.12
12 H 3.181 3.184 -4.267  0.49
13 H 2.441 5.327 -3.209  0.49
14 H 0.849 5.229 -1.261  0.56
15 C -1.554 1.195 -3.422  -1.14
16 Si -2.516 0.493 -1.941  0.83
17 C -3.850 -0.633 -2.692  -1.19
18 C -3.438 1.835 -0.991  -1.01
19 C -1.345 -0.737 -0.942  -0.22
20 Si -2.200 -1.126 0.778  0.48
21 C -1.383 -2.692 1.502  -1.15
22 C -2.255 0.266 2.045  -0.43
23 C -4.009 -1.619 0.533  -1.36
24 Si -0.959 -2.302 -1.958  -0.13
25 C -2.075 -3.804 -1.757  -1.20
26 C -0.630 -2.055 -3.806  -1.24
27 C 0.822 -2.626 -1.381  0.19
28 C 1.494 -3.833 -1.473  -0.91
29 C 2.874 -3.878 -1.341  -0.52
30 C 3.555 -2.681 -1.186  -1.02
31 C 2.837 -1.507 -1.068  0.40
32 N 1.496 -1.486 -1.122  0.63
33 H -1.571 2.286 -3.414  0.49
34 H -2.020 0.870 -4.353  0.53
35 H -0.515 0.882 -3.439  -0.11
36 H -4.511 -0.010 -3.297  0.43
37 H -4.461 -1.121 -1.937  0.34
38 H -3.430 -1.402 -3.342  0.25
39 H -3.893 2.525 -1.705  0.50
40 H -2.796 2.422 -0.338  0.08
41 H -4.244 1.414 -0.390  0.29
42 H -0.400 -2.915 1.088  0.31
43 H -2.026 -3.558 1.341  0.48
44 H -1.270 -2.577 2.581  0.42
45 H -1.276 0.673 2.271  -0.36
46 H -2.700 -0.113 2.968  0.58
47 H -2.868 1.095 1.695  0.35
48 H -4.136 -2.440 -0.172  0.33
49 H -4.629 -0.785 0.208  0.34
50 H -4.396 -1.949 1.499  0.45
51 H -3.074 -3.586 -2.137  0.38
52 H -2.177 -4.136 -0.726  0.34
53 H -1.685 -4.637 -2.343  0.45
54 H -1.539 -1.868 -4.376  0.41
55 H -0.169 -2.957 -4.211  0.45
56 H 0.054 -1.225 -3.986  0.33
57 H 0.919 -4.733 -1.644  0.48
58 H 3.405 -4.819 -1.384  0.49
59 H 4.634 -2.642 -1.154  0.51
60 H 3.346 -0.566 -0.923  0.03
61 F 4.486 0.170 1.673  -0.18
62 C 4.323 1.471 1.927  0.70
63 F 5.493 2.076 1.832  -0.21
64 F 3.894 1.570 3.196  -0.23
65 S 3.042 2.230 0.773  0.78
66 O 3.750 3.174 -0.040  -0.60
67 O 2.054 2.785 1.668  -0.79
68 O 2.564 1.036 0.063  0.00
69 C 1.021 -0.670 5.998  -1.02
70 N 0.926 -0.935 4.565  -0.20
71 C 0.938 -0.069 3.545  1.03
72 S 1.245 -0.812 2.006  -0.30
73 N 0.692 1.212 3.617  0.28
74 C 0.370 2.034 4.777  -1.22
75 H 0.946 -1.621 6.518  0.38
76 H 0.210 -0.032 6.333  0.32
77 H 1.974 -0.209 6.262  0.33
78 H 1.164 -1.875 4.290  0.27
79 H 0.900 1.757 2.773  -0.11
80 H 1.162 2.021 5.525  0.41
81 H -0.570 1.720 5.228  0.40
82 H 0.254 3.052 4.417  0.33

Summary:
E_LUMO (alpha / beta)	-3.00 / -6.55	eV
net charge	+1
HOMO (alpha / beta)	-11.47 / -11.96	eV
⟨S²⟩	6.0196
spin multiplicity	5
M	944.0	g/mol
energy	-6190.6857	hartree
Kohn-Sham gap (alpha / beta)	8.47 / 5.41	eV

[8]
Molecular formula: C2H3O4S
Method: DFT, ωB97M-V/def2-TZVPD

Last column: Mulliken charge in e.
Geometry (Å):
1 C 2.055 0.946 0.192  0.55
2 C -0.412 -0.328 -0.252  -0.58
3 O 2.407 0.102 0.946  -0.37
4 O 1.831 1.933 -0.426  -0.30
5 O -0.856 -0.543 -1.527  -0.32
6 O -0.089 -1.623 0.390  -0.39
7 S -1.792 0.411 0.789  -0.29
8 H -1.716 -0.911 -1.361  0.32
9 H 0.398 -1.474 1.265  0.28
10 H -1.826 1.488 -0.017  0.09

Summary:
E_LUMO	3.63	eV
net charge	-1
HOMO	-1.71	eV
M	123.1	g/mol
energy	-777.1523	hartree
Kohn-Sham gap	5.34	eV

Repeat the first record exactly.
Molecular formula: C20H31N3O3S
Method: DFT, ωB97M-V/def2-TZVPD

Last column: Mulliken charge in e.
Geometry (Å):
1 C 3.343 2.747 0.629  -1.66
2 C 3.255 2.590 -0.890  0.11
3 C 4.476 3.149 -1.628  -0.85
4 C 4.427 4.670 -1.726  -0.72
5 C 3.136 5.092 -2.420  -0.82
6 C 1.903 4.558 -1.681  0.09
7 C 1.584 5.351 -0.412  -1.58
8 N 2.013 3.133 -1.416  0.14
9 S 1.332 2.114 -2.555  1.58
10 O 0.234 2.803 -3.170  -0.82
11 O 2.325 1.530 -3.417  -0.69
12 C 0.686 0.842 -1.477  -0.24
13 C 1.183 -0.446 -1.508  -0.32
14 C 0.677 -1.404 -0.649  -0.69
15 C -0.341 -1.063 0.242  0.94
16 N -0.893 -1.978 1.127  -0.10
17 C -0.613 -3.296 1.304  0.50
18 O 0.232 -3.934 0.720  -0.68
19 C -1.490 -3.917 2.398  -0.66
20 N -2.642 -3.085 2.715  -0.47
21 C -3.920 -3.490 2.136  -0.09
22 C -3.856 -3.687 0.607  -0.61
23 C -4.212 -5.154 0.354  -0.70
24 C -5.148 -5.501 1.508  -0.64
25 C -4.495 -4.810 2.701  -0.81
26 C -0.839 0.244 0.259  -0.89
27 C -0.322 1.193 -0.599  -0.69
28 H 4.123 2.094 1.013  0.46
29 H 3.578 3.767 0.915  0.28
30 H 2.396 2.466 1.082  0.34
31 H 3.195 1.516 -1.100  0.49
32 H 5.385 2.824 -1.119  0.41
33 H 4.475 2.729 -2.636  0.38
34 H 4.486 5.116 -0.731  0.29
35 H 5.286 5.029 -2.297  0.38
36 H 3.071 6.179 -2.489  0.39
37 H 3.132 4.682 -3.433  0.36
38 H 1.035 4.636 -2.345  0.52
39 H 2.460 5.491 0.212  0.29
40 H 0.825 4.831 0.167  0.32
41 H 1.202 6.330 -0.689  0.46
42 H 1.962 -0.686 -2.215  0.54
43 H 1.054 -2.413 -0.660  0.53
44 H -1.673 -1.667 1.707  0.17
45 H -1.757 -4.927 2.069  0.14
46 H -0.847 -4.026 3.277  0.56
47 H -2.757 -2.998 3.718  0.21
48 H -4.607 -2.668 2.370  0.52
49 H -4.590 -3.040 0.126  0.36
50 H -2.878 -3.434 0.205  0.19
51 H -3.317 -5.776 0.401  0.26
52 H -4.675 -5.302 -0.620  0.38
53 H -5.256 -6.575 1.656  0.38
54 H -6.136 -5.076 1.326  0.27
55 H -5.196 -4.632 3.517  0.37
56 H -3.683 -5.430 3.086  0.29
57 H -1.632 0.501 0.946  0.39
58 H -0.692 2.206 -0.611  0.42

Summary:
E_LUMO	0.60	eV
HOMO	-8.63	eV
structure (SMILES)	C[C@@H]1CCC[C@H](C)N1S(=O)(=O)c1ccc(NC(=O)CNC2CCCC2)cc1
M	393.6	g/mol
energy	-1568.9004	hartree
Kohn-Sham gap	9.23	eV